Here is the molecule C3H6O2 in a non-equilibrium geometry from the OMol25 dataset. Energies are from ωB97M-V/def2-TZVPD.

Element x y z (Å)
C  0.498  1.222  -0.185
C  0.091  -0.242  0.234
O  0.831  -1.381  -0.245
C  -1.331  -0.664  -0.142
O  -2.335  -0.034  -0.033
H  1.538  1.358  0.214
H  0.506  1.282  -1.248
H  -0.065  2.024  0.191
H  0.042  -0.379  1.348
H  1.635  -1.443  0.407
H  -1.410  -1.746  -0.540

Relative energy (zero: lowest compared OMol25 entry of this formula, charge and spin): 37.8 kcal/mol
Spin multiplicity: 1
E_HOMO: -9.756 eV
LUMO energy: 0.58 eV
SMILES: C[C@H](O)C=O

***

Here is a cluster of 5 separate species, C16H19F4N2O14S in total in a non-equilibrium geometry from the OMol25 dataset. Energies are from ωB97M-V/def2-TZVPD.

Element x y z (Å)
O  3.968  -2.288  3.700
S  3.707  -2.688  2.319
O  4.868  -2.696  1.438
C  2.362  -1.554  1.705
C  1.016  -2.180  2.228
C  0.243  -1.911  3.412
N  -0.811  -2.854  3.264
C  -0.653  -3.601  2.130
N  0.477  -3.214  1.424
H  3.108  -3.947  2.342
H  2.339  -1.507  0.574
H  2.476  -0.514  2.131
H  0.465  -1.155  4.195
H  -1.582  -2.951  3.925
H  -1.318  -4.431  1.772
H  0.846  -3.601  0.554
C  -0.551  1.953  -0.388
C  0.833  1.407  -0.564
O  1.360  1.447  0.753
C  0.286  1.307  1.582
O  0.367  1.030  2.743
O  -0.881  1.514  0.932
F  1.578  2.207  -1.352
H  -0.580  3.044  -0.426
H  -1.251  1.559  -1.120
H  0.867  0.380  -0.942
C  -4.570  -5.204  -1.706
C  -3.919  -5.660  -0.434
O  -2.820  -4.771  -0.306
C  -3.210  -3.613  -0.918
O  -2.657  -2.568  -0.775
O  -4.302  -3.802  -1.698
F  -3.445  -6.921  -0.550
H  -4.120  -5.655  -2.593
H  -5.642  -5.399  -1.719
H  -4.557  -5.586  0.450
C  0.095  2.031  -4.829
C  -1.144  1.950  -5.671
O  -2.170  1.777  -4.711
C  -1.726  2.395  -3.581
O  -2.420  2.686  -2.658
O  -0.390  2.645  -3.638
F  -1.116  0.863  -6.477
H  0.505  1.047  -4.589
H  0.876  2.633  -5.291
H  -1.344  2.845  -6.265
C  3.273  5.797  2.272
C  2.174  4.891  2.739
O  1.180  5.051  1.742
C  1.860  5.355  0.594
O  1.393  5.298  -0.498
O  3.142  5.725  0.856
F  1.669  5.308  3.924
H  3.133  6.830  2.598
H  4.258  5.458  2.592
H  2.457  3.837  2.809

Spin multiplicity: 1
E_HOMO: -13.149 eV
Total charge: +1
LUMO energy: -3.47 eV

***

Here is the molecule C2HN3O2 in a non-equilibrium geometry from the OMol25 dataset. Energies are from ωB97M-V/def2-TZVPD.

Element x y z (Å)
O  -2.148  -0.072  -0.027
C  -0.973  0.008  0.031
N  -0.285  1.229  0.012
N  0.956  1.234  0.004
N  1.687  0.079  -0.023
C  1.130  -1.028  -0.010
O  -0.230  -1.144  0.012
H  1.570  -1.952  0.043

Relative energy (zero: lowest compared OMol25 entry of this formula, charge and spin): 79.7 kcal/mol
Spin multiplicity: 1
E_HOMO: -10.699 eV
LUMO energy: -1.37 eV
SMILES: O=c1nnnco1

***

Here is the molecule C4H7N3O in a non-equilibrium geometry from the OMol25 dataset. Energies are from ωB97M-V/def2-TZVPD.

Element x y z (Å)
H  2.725  0.242  -0.226
N  2.098  0.722  0.428
C  0.920  0.564  -0.059
N  0.800  -0.174  -1.199
C  0.414  -1.397  -1.070
N  0.127  -2.121  0.047
C  -0.351  1.094  0.540
C  -1.364  1.473  -0.251
O  -0.429  1.181  1.917
H  0.294  -1.999  -1.987
H  -0.511  -2.904  -0.036
H  0.083  -1.631  0.936
H  -1.281  1.412  -1.333
H  -2.295  1.857  0.148
H  -1.229  1.680  2.145

Relative energy (zero: lowest compared OMol25 entry of this formula, charge and spin): 39.9 kcal/mol
Spin multiplicity: 1
E_HOMO: -9.077 eV
LUMO energy: 0.70 eV
SMILES: [H]/N=C(\N=C/N)C(=C)O

***

Here is a structure of composition C40H104CaN8O13 in a non-equilibrium geometry from the OMol25 dataset. Energies are from ωB97M-V/def2-TZVPD.

Element x y z (Å)
Ca  2.915  1.526  4.786
O  1.989  -1.218  1.761
C  1.150  -0.851  0.705
C  -0.177  0.053  0.988
O  -0.049  1.173  1.843
H  0.794  -1.749  0.199
H  1.712  -0.271  -0.027
H  -0.938  -0.631  1.364
H  -0.576  0.322  0.010
C  -1.953  -4.194  -6.293
O  -1.801  -5.428  -6.904
C  -1.453  -6.532  -6.031
C  -1.077  -7.693  -6.876
N  -2.216  -8.482  -7.374
C  -3.109  -7.741  -8.313
C  -4.119  -8.598  -9.063
O  -3.510  -9.551  -9.910
C  -2.738  -9.067  -10.940
H  -1.030  -3.943  -5.770
H  -2.703  -4.296  -5.509
H  -2.252  -3.374  -6.946
H  -2.171  -6.700  -5.227
H  -0.574  -6.194  -5.482
H  -0.370  -8.392  -6.427
H  -0.503  -7.305  -7.717
H  -1.762  -9.160  -7.970
H  -2.398  -7.206  -8.942
H  -3.628  -6.956  -7.763
H  -4.858  -8.031  -9.629
H  -4.756  -9.174  -8.391
H  -3.026  -8.100  -11.353
H  -2.678  -9.815  -11.730
H  -1.715  -8.947  -10.583
C  0.900  -10.191  8.904
O  1.399  -9.333  7.881
C  0.587  -8.255  7.421
C  1.227  -7.429  6.287
N  0.487  -6.237  5.828
C  -0.778  -6.464  5.116
C  -0.589  -7.203  3.796
O  -0.424  -8.599  3.985
C  -0.416  -9.324  2.745
H  0.065  -10.804  8.562
H  0.558  -9.603  9.756
H  1.611  -10.948  9.235
H  0.323  -7.561  8.218
H  -0.394  -8.673  7.191
H  1.503  -8.146  5.514
H  2.139  -7.024  6.726
H  0.992  -5.771  5.088
H  -1.396  -5.583  4.937
H  -1.341  -7.082  5.816
H  0.339  -6.875  3.326
H  -1.378  -6.957  3.085
H  0.535  -9.019  2.307
H  -1.231  -9.146  2.043
H  -0.410  -10.381  3.008
C  -4.961  8.036  6.838
O  -6.343  8.207  6.417
C  -7.288  8.271  7.482
C  -8.695  8.578  6.909
N  -9.026  10.006  7.108
C  -8.148  10.851  6.348
C  -8.207  12.327  6.877
O  -9.327  13.120  6.424
C  -9.210  13.538  5.068
H  -4.844  7.196  7.522
H  -4.577  8.960  7.269
H  -4.391  7.852  5.927
H  -6.922  9.058  8.141
H  -7.344  7.292  7.959
H  -9.465  8.006  7.428
H  -8.697  8.404  5.833
H  -9.973  10.340  6.996
H  -8.487  10.721  5.321
H  -7.095  10.574  6.285
H  -7.326  12.880  6.548
H  -8.364  12.369  7.954
H  -8.568  14.418  5.092
H  -10.205  13.884  4.789
H  -8.828  12.773  4.392
C  2.259  6.927  -3.616
C  0.848  6.482  -3.910
C  0.781  5.134  -4.695
O  1.373  5.171  -6.006
C  0.809  5.964  -6.993
N  0.193  6.442  -2.647
H  2.877  6.194  -3.098
H  2.262  7.900  -3.125
H  2.753  7.091  -4.574
H  0.331  7.170  -4.578
H  -0.279  4.917  -4.831
H  1.300  4.342  -4.156
H  1.316  5.940  -7.958
H  0.705  6.995  -6.654
H  -0.220  5.628  -7.118
H  -0.800  6.258  -2.614
H  0.552  5.680  -2.091
C  11.181  -2.519  -5.275
C  9.794  -2.417  -5.964
C  8.961  -1.167  -5.507
O  7.789  -1.115  -6.285
C  6.686  -0.607  -5.627
N  9.986  -2.493  -7.427
H  11.207  -2.309  -4.205
H  11.974  -1.917  -5.720
H  11.517  -3.547  -5.409
H  9.306  -3.356  -5.702
H  9.559  -0.268  -5.653
H  8.753  -1.278  -4.442
H  5.880  -0.470  -6.348
H  6.782  0.390  -5.199
H  6.411  -1.286  -4.820
H  9.588  -3.352  -7.779
H  9.344  -1.814  -7.812
C  -7.212  4.020  -0.620
C  -7.594  4.201  0.860
C  -8.295  3.048  1.642
O  -9.530  2.742  1.096
C  -10.574  3.307  1.818
N  -6.342  4.556  1.534
H  -6.655  4.875  -1.006
H  -8.045  3.897  -1.312
H  -6.616  3.145  -0.879
H  -8.299  5.022  0.987
H  -8.361  3.242  2.712
H  -7.642  2.176  1.690
H  -10.831  2.733  2.708
H  -11.461  3.279  1.185
H  -10.373  4.325  2.153
H  -6.476  4.773  2.512
H  -5.719  3.761  1.526
C  3.705  7.863  4.282
C  3.754  6.285  4.060
C  4.957  5.859  3.151
O  4.998  4.457  2.777
C  5.980  4.114  1.799
N  3.854  5.457  5.314
H  4.601  8.152  4.831
H  2.753  8.262  4.631
H  3.809  8.256  3.271
H  2.847  5.941  3.565
H  5.896  6.082  3.657
H  4.897  6.525  2.289
H  5.698  4.656  0.896
H  5.931  3.030  1.692
H  7.008  4.363  2.060
H  3.510  6.036  6.067
H  4.774  5.668  5.673
C  6.870  -7.004  0.893
C  7.382  -6.181  -0.311
C  6.492  -6.431  -1.528
O  6.493  -7.744  -1.970
C  7.738  -8.010  -2.701
N  7.328  -4.758  0.119
H  5.804  -6.897  1.097
H  7.357  -6.801  1.847
H  6.938  -8.056  0.616
H  8.418  -6.361  -0.597
H  6.723  -5.711  -2.312
H  5.455  -6.214  -1.269
H  8.642  -7.839  -2.116
H  7.899  -7.427  -3.607
H  7.735  -9.051  -3.025
H  6.455  -4.628  0.610
H  7.106  -4.238  -0.718

Relative energy (zero: lowest compared OMol25 entry of this formula, charge and spin): 272.5 kcal/mol
Spin multiplicity: 1
E_HOMO: -5.924 eV
LUMO energy: -2.58 eV

***

Here is the molecule C3H4N2O from the OMol25 dataset. Energies are from ωB97M-V/def2-TZVPD.

Element x y z (Å)
O  -0.444  0.693  -1.230
C  -1.246  -0.124  -0.579
N  -0.888  -0.736  0.490
C  1.046  -0.001  0.625
C  0.865  0.776  -0.547
N  1.897  1.386  -0.762
H  -2.229  -0.215  -1.048
H  -1.601  -1.335  0.893
H  0.995  0.485  1.594
H  1.604  -0.930  0.564

Relative energy (zero: lowest compared OMol25 entry of this formula, charge and spin): 103.2 kcal/mol
Spin multiplicity: 1
E_HOMO (alpha / beta): -8.143 / -8.145 eV
LUMO energy (alpha / beta): 0.51 / 0.51 eV

***

Here is a structure of composition C41H37N3O2S3W in a non-equilibrium geometry from the OMol25 dataset. Energies are from ωB97M-V/def2-TZVPD.

Element x y z (Å)
W  0.175  -0.023  -0.046
C  1.129  -1.447  -1.530
C  1.135  -2.122  -0.258
C  1.862  -1.586  0.813
C  2.350  -0.279  0.695
C  2.416  0.358  -0.595
C  1.923  -0.293  -1.721
H  0.631  -1.916  -2.365
H  0.654  -3.086  -0.165
H  1.899  -2.095  1.766
H  2.743  0.239  1.558
H  2.877  1.332  -0.676
H  2.001  0.167  -2.696
C  -2.055  6.283  -3.419
C  -1.382  5.482  -2.349
C  0.015  5.402  -2.304
C  0.652  4.698  -1.301
C  -0.116  4.053  -0.324
C  -1.515  4.116  -0.347
C  -2.132  4.819  -1.360
S  0.752  3.264  0.965
O  0.438  1.699  0.868
C  -0.182  3.731  2.404
C  -0.716  5.038  2.387
C  -1.436  5.471  3.458
C  -1.681  4.625  4.566
C  -2.467  5.062  5.660
C  -2.670  4.254  6.737
C  -2.090  2.967  6.772
C  -1.326  2.518  5.738
C  -1.100  3.331  4.593
C  -0.296  2.896  3.492
C  0.507  1.650  3.744
C  1.686  1.809  4.545
C  2.168  3.085  4.924
C  3.294  3.197  5.692
C  3.988  2.052  6.133
C  3.547  0.804  5.792
C  2.395  0.653  4.994
C  1.900  -0.634  4.675
C  0.789  -0.789  3.900
C  0.115  0.364  3.413
S  -1.116  0.075  2.181
O  -2.051  1.166  1.963
C  -2.003  -1.387  2.600
C  -1.539  -2.668  2.288
C  -2.287  -3.770  2.661
C  -3.502  -3.623  3.349
C  -4.284  -4.823  3.778
C  -3.942  -2.327  3.642
C  -3.210  -1.210  3.277
H  -1.775  5.912  -4.408
H  -1.730  7.325  -3.371
H  -3.138  6.260  -3.330
H  0.604  5.927  -3.046
H  1.737  4.677  -1.248
H  -2.091  3.638  0.441
H  -3.213  4.899  -1.382
H  -0.563  5.696  1.542
H  -1.836  6.478  3.456
H  -2.900  6.055  5.633
H  -3.267  4.602  7.570
H  -2.244  2.329  7.634
H  -0.885  1.529  5.805
H  1.642  3.979  4.613
H  3.660  4.176  5.975
H  4.866  2.168  6.754
H  4.068  -0.081  6.139
H  2.406  -1.499  5.090
H  0.386  -1.774  3.712
H  -0.580  -2.822  1.807
H  -1.924  -4.766  2.432
H  -3.892  -5.194  4.728
H  -4.206  -5.633  3.053
H  -5.335  -4.582  3.926
H  -4.879  -2.193  4.172
H  -3.574  -0.214  3.506
N  -1.684  -1.130  -0.553
N  -2.075  -1.081  -1.915
C  -1.826  0.067  -2.566
N  -2.328  0.290  -3.746
S  -0.850  1.282  -1.781
H  -1.641  -2.109  -0.265
H  -2.439  -0.728  0.019
H  -2.838  -1.695  -2.182
H  -2.970  -0.346  -4.208
H  -2.089  1.134  -4.252

Relative energy (zero: lowest compared OMol25 entry of this formula, charge and spin): 0.0 kcal/mol
Spin multiplicity: 1
E_HOMO: -17.155 eV
Total charge: +4
LUMO energy: -13.70 eV

***

Here is a cluster of 14 separate species, C19H66N10O14 in total in a non-equilibrium geometry from the OMol25 dataset. Energies are from ωB97M-V/def2-TZVPD.

Element x y z (Å)
C  7.427  19.902  -12.516
C  7.357  18.373  -12.405
O  6.141  17.971  -11.894
H  7.089  20.558  -11.680
H  6.785  20.082  -13.328
H  8.414  20.247  -12.924
H  8.032  18.068  -11.531
H  7.789  17.850  -13.265
H  6.296  17.075  -11.709
C  10.991  18.589  -11.586
C  11.283  17.510  -12.633
O  12.056  18.044  -13.603
H  10.435  18.120  -10.749
H  10.457  19.496  -11.948
H  11.932  18.942  -11.205
H  10.344  17.053  -12.927
H  11.849  16.718  -12.123
H  12.119  17.452  -14.284
C  9.149  15.354  -10.151
C  8.913  14.916  -11.666
O  9.926  13.987  -12.086
H  8.301  15.846  -9.944
H  9.933  15.995  -9.994
H  9.144  14.494  -9.502
H  8.863  15.795  -12.359
H  7.972  14.404  -11.765
H  10.326  14.199  -12.998
C  6.826  10.474  -10.682
C  6.727  12.006  -10.825
O  7.404  12.388  -9.649
H  5.844  9.946  -10.394
H  7.611  10.038  -10.082
H  6.819  10.040  -11.661
H  5.749  12.371  -10.958
H  7.265  12.096  -11.737
H  8.323  11.999  -9.582
C  11.713  11.231  -15.343
C  11.432  10.012  -14.386
O  11.846  8.810  -15.090
H  12.751  11.202  -15.765
H  11.453  12.232  -14.960
H  11.016  11.151  -16.154
H  10.434  10.009  -13.960
H  11.908  10.169  -13.500
H  12.032  8.121  -14.453
C  5.464  14.673  -13.287
O  6.374  15.534  -13.947
N  4.571  15.194  -12.571
N  5.401  13.349  -13.504
H  4.406  16.167  -12.553
H  4.185  14.635  -11.789
H  5.923  12.853  -14.180
H  4.660  12.826  -13.029
C  8.978  17.570  -7.663
O  9.007  16.179  -7.522
N  7.895  18.219  -7.495
N  9.986  18.219  -8.100
H  7.076  17.748  -6.950
H  7.905  19.267  -7.427
H  10.816  17.662  -8.484
H  9.787  19.135  -8.442
C  5.728  15.283  -8.948
O  4.898  14.492  -9.792
N  5.701  16.551  -8.793
N  6.665  14.739  -8.249
H  4.885  16.976  -9.316
H  6.528  17.149  -8.614
H  6.815  13.768  -8.611
H  7.483  15.178  -7.862
C  12.187  15.184  -8.959
O  12.057  16.533  -9.164
N  12.101  14.217  -9.837
N  12.422  14.721  -7.753
H  12.043  14.512  -10.830
H  12.230  13.271  -9.505
H  12.415  15.477  -6.964
H  12.470  13.773  -7.576
C  12.164  15.375  -15.303
O  11.321  14.695  -14.398
N  11.842  16.565  -15.827
N  13.319  14.828  -15.583
H  10.855  16.750  -15.649
H  12.268  17.042  -16.618
H  13.609  13.954  -15.222
H  13.839  15.203  -16.455
C  10.139  11.060  -10.762
O  10.255  12.103  -9.962
H  9.261  10.987  -11.375
H  10.077  10.074  -10.235
H  10.982  11.013  -11.396
H  10.608  12.779  -10.500
C  13.396  12.896  -12.922
O  14.258  12.905  -14.050
H  12.624  12.184  -13.193
H  12.945  13.813  -12.662
H  13.823  12.467  -12.003
H  14.566  12.035  -14.092
C  9.622  12.974  -7.018
O  10.447  12.688  -5.895
H  8.733  13.466  -6.683
H  9.381  12.059  -7.455
H  10.161  13.686  -7.799
H  10.591  13.536  -5.504
C  8.314  12.865  -14.877
O  7.315  11.907  -14.785
H  8.230  13.389  -15.855
H  9.328  12.584  -14.504
H  8.056  13.797  -14.254
H  7.624  11.033  -14.455

Relative energy (zero: lowest compared OMol25 entry of this formula, charge and spin): 60.0 kcal/mol
Spin multiplicity: 1
E_HOMO: -8.313 eV
LUMO energy: 0.14 eV

***

Here is a cluster of 2 separate species, C10H18N2OS in total in a non-equilibrium geometry from the OMol25 dataset. Energies are from ωB97M-V/def2-TZVPD.

Element x y z (Å)
C  -1.775  0.102  1.039
C  -0.457  -0.026  1.325
C  -1.906  -1.941  -0.162
C  -2.555  -0.849  0.306
C  -0.492  -2.352  0.200
C  0.402  -1.279  0.955
C  -4.256  0.769  -0.492
C  3.533  2.613  0.457
C  4.736  1.107  -0.992
C  -3.972  -0.561  0.211
N  1.220  0.192  -1.250
N  3.668  1.435  -0.383
O  2.139  -2.273  -0.664
S  1.902  -0.933  -0.081
H  -2.198  1.079  1.382
H  0.172  0.761  1.715
H  -2.461  -2.701  -0.624
H  -0.637  -3.249  0.834
H  0.176  -2.711  -0.589
H  0.846  -1.687  1.861
H  -3.311  1.388  -0.650
H  -5.025  1.297  0.107
H  -4.662  0.751  -1.498
H  3.205  2.025  1.314
H  4.302  3.394  0.561
H  2.709  3.141  0.096
H  5.640  1.728  -0.852
H  1.987  0.908  -1.375
H  4.939  0.205  -1.430
H  -4.518  -1.230  -0.413
H  -4.459  -0.746  1.196
H  1.109  -0.356  -2.104

Relative energy (zero: lowest compared OMol25 entry of this formula, charge and spin): 129.2 kcal/mol
Spin multiplicity: 1
E_HOMO: -7.882 eV
LUMO energy: 0.81 eV